118
Properties=species:S:1:pos:R:3:forces:R:3:mulliken_charge:R:1 method="wB97M-V/def2-TZVPD" homo_energy_ev="-7.4 / -8.3" spin_multiplicity=5 gap_ev="7.6 / 8.5"
Cr -0.2810 -0.1595 0.1898 0.00 -0.30 -0.14 2.48
C 3.3675 -2.4723 2.1900 -0.55 -1.38 -3.04 0.42
F 2.6171 -3.3583 2.8878 1.10 0.02 -0.43 -0.18
F 3.3585 -1.3672 2.8448 0.60 1.50 0.98 -0.15
F 4.6741 -2.9103 1.9711 -2.38 0.48 0.80 -0.24
S 2.4727 -2.1765 0.4174 1.86 -1.87 -2.09 1.28
O 1.2545 -1.4429 0.6930 -0.58 0.73 1.15 -1.35
O 3.4465 -1.4153 -0.4009 -1.32 -1.25 1.66 -0.63
O 2.1224 -3.5313 -0.0769 1.16 1.81 1.14 -0.53
C -3.8894 2.6711 0.6092 -0.32 -0.95 -0.40 0.57
F -3.7349 2.1309 1.8081 0.56 0.16 0.72 -0.23
F -5.2258 2.9035 0.5203 1.46 0.29 -0.68 -0.24
F -3.1600 3.7913 0.5077 -0.82 -0.16 0.26 -0.21
S -3.2326 1.4294 -0.6529 -1.85 -1.84 -3.46 1.38
O -1.8583 1.0565 -0.3110 0.16 0.53 1.27 -0.71
O -4.1615 0.2758 -0.6513 1.24 1.85 0.99 -0.73
O -3.2257 2.1636 -1.9123 -0.23 0.14 1.25 -0.69
C 0.5000 -5.7281 1.0388 0.48 1.55 -0.10 -0.50
N -0.7256 -6.3568 0.5496 -1.00 0.40 -0.27 0.91
O -0.9335 -7.4742 0.9287 -0.54 -0.97 -0.07 -0.57
O -1.4914 -5.7015 -0.1866 1.32 -0.99 1.23 -0.50
H 1.1638 -5.6074 0.1827 -0.11 0.19 0.15 0.26
H 1.0239 -6.2201 1.8583 -0.60 -0.58 -0.30 0.33
H 0.1654 -4.7518 1.3895 0.33 0.15 -0.24 0.05
C -3.7497 -2.9394 0.7176 -0.31 -1.60 0.33 -0.91
N -2.3623 -2.6046 1.0851 -0.64 -1.06 1.99 1.07
O -1.9022 -3.2106 2.0345 0.10 -0.14 0.19 -0.62
O -1.7522 -1.7957 0.4759 0.52 1.42 -1.75 -0.42
H -4.5043 -2.1697 0.8798 0.64 0.41 -0.37 0.21
H -3.9345 -3.7681 1.4012 -0.38 0.05 -0.21 0.41
H -3.6899 -3.3543 -0.2885 -0.29 0.46 0.00 0.14
O -0.3515 -0.9674 -1.8124 0.99 0.17 0.06 0.64
P -0.6993 -1.6429 -3.0789 -2.42 -0.86 -2.92 -1.22
N -1.2475 -0.4841 -4.2558 -0.73 -2.08 2.36 0.54
C -1.0814 0.9292 -4.1323 0.88 -0.12 0.93 -0.56
C -1.8054 -0.9293 -5.5001 0.97 0.70 -0.31 -1.41
N -2.0259 -2.7394 -2.9053 1.58 2.95 -1.73 0.39
C -3.3769 -2.2461 -3.0021 -1.04 -0.55 1.39 -0.95
C -1.8603 -4.0476 -2.3756 0.80 -0.89 -0.65 -1.33
N 0.5136 -2.5491 -3.8635 0.22 0.40 1.71 0.69
C 1.7062 -2.9072 -3.0399 -0.36 0.27 0.25 -0.44
C 0.3087 -3.4268 -5.0368 -0.04 0.81 0.59 -1.30
H -0.7261 1.0303 -3.1068 0.06 0.88 -0.08 -0.55
H -1.9794 1.5261 -4.2919 -0.24 -0.27 0.16 0.42
H -0.3212 1.2576 -4.8410 0.28 0.35 -0.04 0.49
H -2.2747 -0.0601 -5.9610 -0.46 -0.16 0.02 0.38
H -2.5153 -1.7476 -5.3799 0.31 -0.11 -0.38 0.45
H -0.9139 -1.0936 -6.1054 -0.43 -0.92 -0.88 0.27
H -3.5917 -1.3661 -3.6084 0.53 -0.14 0.06 0.42
H -4.0396 -3.0649 -3.2822 0.03 -0.11 -0.69 0.41
H -3.7201 -2.0546 -1.9855 -0.24 0.71 0.08 0.02
H -1.0034 -4.1178 -1.7055 -0.44 0.10 0.34 0.23
H -2.7921 -4.4322 -1.9610 0.23 0.23 0.47 0.68
H -1.6307 -4.7456 -3.1807 0.04 -0.35 -0.26 0.21
H 1.9748 -2.1318 -2.3226 -0.33 0.19 -0.24 -0.34
H 1.5162 -3.7790 -2.4138 0.06 -0.26 -0.24 0.36
H 2.6157 -3.0534 -3.6227 -0.26 -0.11 -0.43 0.36
H 0.9029 -3.0140 -5.8520 0.08 -0.25 -0.17 0.32
H -0.7313 -3.4470 -5.3624 0.01 -0.03 0.20 0.39
H 0.6426 -4.4362 -4.7964 -0.05 -0.05 -0.05 0.38
O 1.1898 1.2903 -0.1519 1.09 0.40 -0.41 0.65
P 1.9207 2.3444 -0.9031 1.67 2.44 -1.95 -2.19
N 2.0699 2.0003 -2.6025 -0.92 1.84 0.09 1.23
C 2.3518 0.6618 -3.0509 -0.71 -0.64 1.19 -1.07
C 2.4467 3.0090 -3.6125 -0.54 0.39 0.39 -1.29
N 3.5630 2.6292 -0.4295 -1.46 -0.52 1.37 0.78
C 4.2175 1.5347 0.3184 -0.16 0.44 -0.23 -0.83
C 4.3933 3.7437 -0.9049 -0.84 -0.55 -0.76 -1.03
N 1.1396 3.8798 -0.7800 2.17 -1.65 0.40 0.40
C 1.5606 4.8933 0.2375 -1.05 -0.47 -0.43 -1.34
C -0.2799 3.8704 -1.0965 -0.04 0.22 -0.41 -1.00
H 1.6113 0.0679 -2.5152 0.70 -0.69 0.29 -0.29
H 3.3916 0.4217 -2.8289 0.00 -0.61 -0.11 0.33
H 2.1012 0.4381 -4.0879 0.17 0.69 -0.26 0.46
H 2.0671 2.7281 -4.5949 -0.24 -0.36 0.07 0.36
H 3.5125 3.1705 -3.7740 0.32 -0.19 0.39 0.33
H 1.9909 3.9782 -3.4103 0.06 0.01 0.30 0.38
H 3.4739 1.0023 0.9114 0.04 -0.11 -0.18 0.01
H 4.7134 0.8332 -0.3525 0.01 -0.12 0.10 0.35
H 4.9486 1.9459 1.0145 0.08 0.15 -0.02 0.38
H 5.2423 4.0073 -0.2742 -0.32 -0.28 0.55 0.30
H 4.8288 3.4951 -1.8728 0.06 0.11 -0.22 0.27
H 3.7449 4.6117 -1.0238 0.26 0.12 -0.11 0.32
H 0.6797 5.0399 0.8626 0.04 0.39 0.01 0.50
H 2.3513 4.6247 0.9379 0.15 -0.44 -0.51 0.37
H 1.8211 5.8278 -0.2595 -0.01 0.08 0.02 0.34
H -0.4937 3.1638 -1.8984 0.10 0.05 -0.09 0.09
H -0.5319 4.8726 -1.4430 -0.30 0.00 -0.03 0.46
H -0.9315 3.5815 -0.2718 0.19 0.14 0.12 0.08
O -0.4932 0.3821 2.2400 -0.10 -0.42 0.50 1.00
P -0.3698 1.0693 3.5428 -0.69 1.77 2.95 -0.84
N 0.2002 2.6874 3.4577 1.91 -2.81 1.03 0.33
C -0.5990 3.5965 2.7181 -1.21 -0.80 -0.11 -1.00
C 1.6389 2.8081 3.1412 -0.01 1.20 0.94 -1.02
N 0.6173 0.3131 4.7078 0.06 0.73 -2.85 0.41
C 0.9167 0.8876 5.9780 0.20 0.44 0.23 -1.17
C 0.4747 -1.1081 4.7015 0.28 -1.37 -0.04 -0.92
N -1.8603 1.1916 4.4000 0.65 0.99 -0.79 0.88
C -2.0848 2.1077 5.5849 0.23 -1.64 -0.92 -1.28
C -2.9874 0.3607 4.0508 -0.62 0.04 -0.96 -1.17
H -0.6360 3.2483 1.6859 -0.08 0.57 -0.37 0.01
H -0.2450 4.6218 2.8257 -0.16 -0.07 0.02 0.48
H -1.5781 3.4121 3.1601 -0.49 0.88 -0.41 0.30
H 1.8682 3.8286 3.4482 0.16 0.37 -0.25 0.56
H 1.9112 2.7316 2.0885 -0.18 -0.50 -0.05 -0.01
H 2.3019 2.2517 3.8037 -0.35 -0.65 -0.31 0.41
H 1.7961 0.3476 6.3288 0.12 0.36 0.35 0.44
H 1.1156 1.9533 5.8648 0.20 -0.05 0.10 0.36
H 0.1205 0.7884 6.7159 -0.16 -0.18 0.12 0.28
H -0.5686 -1.4111 4.7900 -0.16 -0.28 0.29 0.26
H 0.8901 -1.6266 3.8375 -0.19 0.49 -0.45 -0.03
H 1.0758 -1.5364 5.5035 -0.30 0.10 0.37 0.44
H -3.1187 2.4426 5.6682 -0.06 0.21 -0.71 0.34
H -1.9807 1.4612 6.4563 0.45 0.43 0.41 0.34
H -1.3974 2.9525 5.5424 -0.03 -0.21 0.25 0.36
H -3.7833 0.9561 3.6034 -0.36 0.16 0.64 0.33
H -3.3687 -0.2390 4.8773 0.07 0.07 0.20 0.39
H -2.7952 -0.3117 3.2147 0.67 -0.19 0.19 0.10

96
Properties=species:S:1:pos:R:3:forces:R:3:mulliken_charge:R:1 method="wB97M-V/def2-TZVPD" de_lowest_kj_mol=329.6 homo_energy_ev=-8.8 gap_ev=9.1
C 5.9033 -0.9051 0.2085 1.01 2.81 0.46 -1.01
O 4.5413 -0.5321 0.3975 0.68 -0.10 -0.28 -0.31
C 3.6653 -1.6431 0.4415 0.03 0.22 -1.17 -1.18
C 2.2273 -1.1651 0.3155 0.53 0.51 -1.97 2.12
N 1.3563 -2.2991 0.0465 -0.30 -0.55 0.47 -0.43
C -0.0507 -1.9671 -0.0105 -0.39 0.52 0.48 1.10
C -0.9247 -3.1031 -0.5175 8.95 -0.28 -2.54 -0.73
O -2.0497 -3.1791 -0.0335 -11.50 0.53 3.56 -0.30
C -2.9307 -4.0461 -0.7105 -0.76 1.36 0.35 -1.03
H 6.6113 -0.0201 0.5165 -1.48 -1.74 0.53 0.25
H 6.2023 -0.8851 -0.8075 -0.38 -0.52 -1.69 0.39
H 6.1873 -1.8661 0.5945 0.02 -0.29 0.76 0.37
H 3.8673 -2.1811 1.3165 -0.19 -0.69 1.95 0.68
H 3.9073 -2.4261 -0.2975 -0.16 0.56 -0.61 0.52
H 2.1193 -0.4641 -0.5385 0.58 -0.20 -0.08 -1.40
H 1.9853 -0.4471 1.0715 -0.68 -0.45 1.35 -0.61
H 1.5173 -2.5351 -0.9205 0.77 -0.48 -0.20 0.44
H -0.1857 -1.1271 -0.6265 -0.25 1.39 -1.39 -0.65
H -0.3777 -1.5371 0.9115 -0.32 -0.48 1.11 -0.22
H -0.4907 -3.9901 -0.1325 2.30 -1.52 -0.49 0.39
H -0.9427 -3.1251 -1.6035 0.43 0.09 -0.74 0.52
H -3.9017 -4.0381 -0.3145 -1.24 0.54 1.60 0.40
H -2.7477 -5.0671 -0.7385 1.61 -2.02 0.20 0.44
H -3.1907 -3.7571 -1.6945 0.68 0.71 -1.57 0.32
C 5.5503 2.4219 -1.7715 -0.95 2.38 -0.39 -0.33
O 4.4533 2.3959 -2.6265 -1.39 -0.40 -1.07 -0.45
C 3.2793 1.7419 -2.1505 -0.35 0.07 -0.76 0.62
C 2.1733 1.6719 -3.2615 1.09 -0.31 0.75 -1.89
N 1.1773 0.7129 -2.8205 -0.03 0.66 0.94 0.44
C 0.0733 0.5789 -3.7395 0.09 -2.67 -1.38 -1.30
C -0.9257 -0.4381 -3.1975 7.28 3.19 7.23 0.45
O -1.8957 -0.7211 -3.8925 -7.53 -1.18 -5.47 -0.45
C -2.9837 -1.3261 -3.2195 -0.26 -0.31 -1.99 -0.29
H 5.4553 3.1919 -1.0165 -0.10 0.54 0.25 0.32
H 6.4363 2.6019 -2.3245 0.76 0.14 -0.70 0.33
H 5.6033 1.5549 -1.2685 0.53 -3.41 1.81 -0.14
H 2.8923 2.2179 -1.2595 -0.20 0.64 0.26 0.18
H 3.4103 0.7079 -1.7965 0.75 0.00 -0.35 -0.09
H 2.5723 1.2479 -4.1595 0.93 0.30 -0.90 0.58
H 1.7353 2.6319 -3.5195 0.01 0.21 0.02 0.71
H 1.7363 -0.1331 -2.6855 -0.95 -0.12 -0.17 0.27
H 0.3683 0.0029 -4.6505 0.29 1.16 -0.30 0.46
H -0.4167 1.4959 -3.9955 0.03 0.77 -0.01 0.28
H -1.1667 0.0059 -2.1725 -0.08 -0.78 -0.64 -0.44
H -0.2967 -1.3061 -3.0385 0.64 -0.81 0.78 0.22
H -3.2017 -2.2221 -3.7875 -0.19 -0.43 0.12 0.38
H -3.8447 -0.6921 -3.2975 -0.49 0.52 0.16 0.27
H -2.7857 -1.5601 -2.2125 0.48 -0.14 1.31 -0.16
O -4.4217 0.2169 2.8245 1.26 1.76 1.69 -0.60
C -3.7287 0.8469 1.7595 -0.85 1.49 1.48 0.20
C -3.4677 -0.1781 0.7485 -0.91 3.56 -2.29 -0.29
O -2.7117 0.7029 -0.1085 -0.15 0.16 -2.81 1.08
H -5.1767 -0.2311 2.5105 -1.30 -0.71 -0.69 0.36
H -4.2607 1.7679 1.3235 0.17 -1.40 0.58 0.21
H -2.7427 1.3239 2.1015 -1.57 -1.16 0.20 -0.14
H -4.3967 -0.5741 0.2795 0.76 0.00 0.23 0.33
H -2.7967 -0.8591 1.1115 1.30 -2.26 0.61 0.21
H -3.3097 1.2969 -0.6595 0.97 -1.73 1.33 -0.80
O 2.3153 0.7229 4.0285 -1.22 0.17 -2.01 -0.68
C 2.5043 -0.6711 3.8305 -0.37 -0.10 0.15 1.24
C 2.9783 -1.1001 5.1415 0.70 1.57 3.05 -0.96
O 3.2833 -2.4511 5.3175 -1.65 -1.34 0.48 -0.54
H 1.8883 1.0329 3.1925 0.39 0.06 1.05 0.22
H 1.6483 -1.3011 3.5875 -0.71 0.53 -0.32 -0.25
H 3.2393 -0.8551 3.0845 0.77 -0.12 -0.79 -0.16
H 2.3113 -0.5961 5.9365 0.34 -1.34 -0.95 0.33
H 3.8913 -0.5351 5.3515 0.33 -0.25 -0.17 0.36
H 2.4573 -2.9501 5.5765 1.39 0.87 -0.52 0.33
O 0.3103 3.4269 -1.5285 -1.20 0.67 1.31 -0.74
C -0.4307 2.6489 -0.4905 1.60 -0.95 -3.47 0.03
C 0.4443 2.3849 0.6545 -1.18 -2.49 0.24 0.06
O -0.1757 1.3959 1.5235 4.25 -0.18 -0.14 -0.33
H 0.9283 2.8749 -2.0385 -0.82 -0.23 0.91 0.19
H -1.3567 3.0149 -0.1405 -1.05 1.58 -0.28 0.55
H -0.6817 1.7319 -1.0365 0.08 -0.17 0.69 -0.27
H 0.6693 3.2339 1.2015 0.59 1.84 1.04 0.36
H 1.3073 1.9279 0.2455 1.20 -0.47 0.04 -0.15
H -1.0757 1.5029 1.5555 -3.30 0.54 -0.17 -0.28
C -1.2027 0.0539 4.3725 2.24 3.31 0.94 -1.02
C -1.3307 -1.0941 3.5565 -1.89 -1.04 -0.70 0.96
O -2.5817 -1.5911 3.9105 -1.54 -1.66 -0.14 -0.70
H -2.0567 0.7449 4.3465 0.17 -0.16 -0.43 0.34
H -0.2887 0.5729 4.0605 -0.13 0.46 0.48 0.17
H -1.1207 -0.2441 5.3805 0.27 -0.21 1.39 0.44
H -0.6267 -1.8741 3.7045 0.91 -0.55 0.11 0.38
H -1.3697 -0.7951 2.5415 0.49 0.04 -1.45 -0.85
H -3.1697 -0.8381 3.7655 -0.51 -0.40 0.08 0.47
C -3.3547 2.4159 -2.8335 1.45 0.89 -1.88 0.01
C -4.4897 2.5869 -1.9365 -0.44 1.43 1.30 -0.90
O -5.1077 1.3709 -1.7375 0.95 -1.45 2.75 -0.48
H -2.9177 3.4419 -3.0895 0.19 -1.63 0.67 0.33
H -3.7157 2.0419 -3.7855 -0.23 -0.07 -0.39 0.45
H -2.7107 1.5859 -2.4825 0.35 1.03 -0.06 -0.47
H -5.2507 3.2639 -2.3835 0.70 0.33 0.79 0.47
H -4.1057 2.8709 -0.9025 -0.82 0.54 -1.18 0.20
H -5.7357 1.2619 -2.3835 -2.31 -0.69 -2.28 0.32

The evaluated maximum force for the records listed, in turn: 4.3 12.1 eV/Å.